Here is a 14-piece molecular cluster, H28O14 overall at a distorted geometry from the Open Molecules 2025 dataset. Energies are from the ωB97M-V functional and the def2-TZVPD basis.

Geometry as XYZ:
```
42
Properties=species:S:1:pos:R:3
H -1.327 -0.199 -0.384
H -0.078 0.753 -0.372
H -1.080 0.633 2.580
H -2.525 0.362 2.961
H 0.577 5.232 -0.477
H 1.613 4.056 -0.373
H 4.009 -2.003 0.773
H 2.576 -2.485 0.207
H -0.550 5.170 1.390
H -1.596 4.289 2.099
H -2.807 0.245 -2.641
H -2.973 0.033 -1.089
H -0.717 -3.322 1.844
H -1.694 -4.162 0.995
H -0.627 -0.196 -2.167
H 0.952 0.070 -2.367
H -2.290 -1.814 0.217
H -1.816 -0.769 1.297
H 1.829 2.426 0.392
H 1.150 3.586 1.121
H 0.400 -3.076 -3.420
H 0.361 -1.597 -3.453
H 3.475 0.179 0.235
H 3.909 0.398 -1.188
H 0.688 -2.012 3.103
H 0.172 -1.690 1.752
H 0.345 -1.875 -1.571
H -1.212 -2.326 -1.508
O -0.784 0.280 0.147
O -1.966 0.928 2.300
O 0.756 4.328 -0.837
O 3.014 -1.941 0.834
O -0.662 4.246 1.640
O -2.543 -0.279 -1.940
O -1.664 -3.561 1.669
O 0.091 0.199 -2.777
O -2.531 -1.294 1.027
O 1.968 3.132 0.928
O 0.036 -2.408 -4.008
O 3.995 0.796 -0.245
O -0.146 -1.731 2.732
O -0.330 -2.603 -1.428
```

Values from the calculation:
Calculated total energy in Eh: -1069.99588
HOMO energy in Ha: -0.3696
Lowest unoccupied orbital energy in eV: -0.65
Gap between HOMO and LUMO in eV: 9.408
ΔE to the lowest compared entry with this formula, charge and spin in kcal/mol: 128.70
Largest force on an atom in eV/A: 6.02